1.
Computed, not measured: a structure of composition C13H23CdClLuN, with wB97M-V/def2-TZVPD.

Its LUMO energy is 4.86 eV. The value obtained for the relative energy (zero: lowest compared OMol25 entry of this formula, charge and spin) is 0.0 kcal/mol. The total energy is -2427.185835 Eh. The calculation puts the maximum force at 2.787 eV/A. Its net charge is -2. The calculation puts the HOMO energy at 0.74 eV.

```
40
C13H23CdClLuN wB97M-V/def2-TZVPD
C 2.23 1.05 -4.25
H -1.13 -0.90 3.45
C 1.04 -0.32 2.08
H -0.79 -1.87 -2.54
Cl -0.67 2.37 -2.11
H -1.16 0.53 4.52
H 2.64 -3.80 1.33
H 2.19 1.10 -5.36
H 2.43 2.02 -3.76
C 1.80 -0.96 3.05
C 0.40 1.04 2.34
C -1.51 0.12 3.55
C 1.43 -2.21 0.55
H -1.34 2.81 3.45
C 2.37 -2.22 2.78
H -2.20 -0.50 0.79
C -1.67 2.29 2.52
Cd 0.19 0.48 -3.83
H 1.11 -1.52 -2.31
C -1.15 0.30 -5.48
H 0.79 1.43 3.30
Lu -0.21 0.30 -0.70
H 2.96 -2.68 3.54
H -0.45 0.51 -6.32
C 0.91 -0.98 0.88
H 0.68 1.76 1.55
H -2.61 0.07 3.57
H -1.39 2.90 1.65
H 2.82 0.19 -3.86
C 2.19 -2.83 1.54
H -2.73 1.03 -0.15
C -2.32 -0.02 -0.22
C 0.05 -1.15 -2.38
H -2.77 2.21 2.54
H 1.27 -2.66 -0.44
H -1.48 -0.76 -5.39
H -2.83 -0.66 -0.98
H 1.93 -0.46 4.01
N -1.08 0.95 2.42
H -1.95 1.05 -5.32
```



2.
Computed, not measured: a cluster of 6 separate species, C13H23Cl6NO9 in total, with wB97M-V/def2-TZVPD.

Its LUMO energy is 0.20 eV. The SMILES is COC(=O)OC.COC(=O)OC.COC(=O)OC.ClC(Cl)Cl.ClC(Cl)Cl.CC#N. The total energy is -4002.119205 Eh. The calculation puts the maximum force at 3.522 eV/A. The calculation puts the HOMO energy at -10.59 eV.

```
52
C13H23Cl6NO9 wB97M-V/def2-TZVPD
Cl 8.46 -4.09 -0.04
H -2.42 5.19 -2.93
H 2.35 7.70 6.31
H -3.71 -2.73 3.84
H 3.78 7.78 5.31
O -4.62 -3.96 0.14
C 8.88 -3.61 -1.69
H -5.34 -3.33 4.18
H 8.07 -3.90 -2.36
C 2.05 -1.88 -1.09
H -3.73 -5.47 -0.96
C -4.01 3.34 -0.92
O -2.64 -4.02 1.23
H 1.52 4.83 1.01
C 2.07 4.39 1.84
H -5.57 1.49 0.53
O -3.11 2.84 -0.28
O -5.31 3.28 -0.61
C 2.63 -6.45 -5.53
C 2.45 6.33 3.37
C -3.86 -3.99 1.23
H -1.84 3.64 -2.37
H 2.91 -7.44 -5.90
H 2.45 -5.80 -6.38
H 3.42 -6.03 -4.90
C -4.39 -3.57 3.70
O 3.11 7.09 2.64
H -3.11 -3.89 -1.34
Cl 2.68 -1.52 0.56
Cl 9.12 -1.90 -1.74
H 1.26 -2.63 -1.05
Cl 10.29 -4.39 -2.35
O 1.79 5.27 2.95
H 1.81 3.34 1.97
H -5.18 2.95 1.40
C -2.72 4.16 -2.76
H -2.90 3.66 -3.72
H -3.92 -4.31 4.35
C -5.73 2.57 0.54
Cl 3.43 -2.27 -2.22
O -4.69 -3.83 2.29
Cl 1.39 -0.35 -1.62
C 1.46 -6.56 -4.70
O -3.93 4.04 -2.06
H 2.28 8.48 4.73
O 2.16 6.48 4.70
H 3.12 4.28 1.56
C -4.03 -4.43 -1.09
C 2.70 7.64 5.28
H -6.75 2.68 0.93
N 0.55 -6.66 -4.05
H -4.70 -4.45 -1.96
```



3.
Computed, not measured: a structure of composition C13H23F5LaNO2P2, with wB97M-V/def2-TZVPD.

Its LUMO energy (alpha / beta) is -8.37 / -7.36 eV. The value obtained for the relative energy (zero: lowest compared OMol25 entry of this formula, charge and spin) is 16.3 kcal/mol. The total energy is -1927.335540 Eh. The calculation puts the maximum force at 3.283 eV/A. Its net charge is +2. The calculation puts the HOMO energy (alpha / beta) at -13.31 / -14.58 eV.

```
47
C13H23F5LaNO2P2 wB97M-V/def2-TZVPD
O 2.94 1.75 -1.03
F 1.16 -0.29 4.36
H -3.79 2.01 -2.54
F -0.27 -2.02 3.00
H -4.19 0.55 1.37
C -2.50 -0.55 -1.01
C 1.16 -1.49 -1.42
C -2.93 2.22 -1.86
La 0.29 0.69 0.69
H 0.24 4.89 -0.13
F 0.23 1.50 3.40
C 4.23 -0.43 1.33
H 3.32 1.84 -1.92
H -0.51 5.35 -1.40
P 2.54 -1.09 1.05
H 2.04 -2.56 -3.05
C 2.36 -1.48 -0.69
O -0.06 5.70 -0.63
H 2.47 -3.08 2.53
C -0.01 0.18 3.85
H 3.54 -3.27 1.06
H -3.26 -0.70 -1.78
C 1.10 -2.22 -2.62
H -3.07 3.28 -1.60
C -0.12 -2.58 -3.14
H -2.29 -2.33 -2.91
P -2.64 1.17 -0.41
F -1.91 -0.59 2.65
H 4.42 0.47 0.73
H 2.48 2.63 -1.03
C -1.29 -2.04 -2.58
H -0.22 -3.30 -3.94
C -0.51 -0.70 2.72
C -4.12 1.36 0.64
H -2.85 -1.20 -0.19
H 4.32 -0.14 2.38
H -5.12 1.44 0.17
H 3.30 -1.62 -1.28
N 0.00 -0.82 -0.99
H 1.75 -3.36 0.90
H -1.69 1.19 0.80
C 2.58 -2.89 1.45
H 5.01 -1.17 1.11
C -1.19 -1.11 -1.58
H -3.99 2.29 1.21
F -0.90 0.29 4.85
H -2.06 2.21 -2.53
```



4.
Computed, not measured: a structure of composition C13H23FHgNP, with wB97M-V/def2-TZVPD.

Its LUMO energy is -0.59 eV. The total energy is -1158.370006 Eh. The calculation puts the maximum force at 2.903 eV/A. The calculation puts the HOMO energy at -7.37 eV.

```
40
C13H23FHgNP wB97M-V/def2-TZVPD
P 0.80 2.13 -1.09
C 1.46 -1.61 -2.68
H 0.67 -1.13 -3.27
H -0.59 3.34 -2.69
C 1.84 1.95 -2.58
C -0.80 2.61 -1.88
H -1.40 3.13 -1.12
H -3.34 0.15 -4.94
H 2.82 1.55 -2.30
H 1.43 -2.87 0.41
H 2.36 3.41 0.19
H 2.19 -0.83 -2.41
C 1.39 3.63 -0.28
C -1.79 -1.07 -2.14
H 0.69 3.93 0.52
C 1.92 -2.57 -0.52
C -1.47 1.33 -2.35
C -2.75 0.14 -4.02
H -0.12 -3.83 -0.83
C -0.22 -3.07 -1.63
H 1.38 1.26 -3.30
H 0.08 0.85 2.11
H 1.51 4.45 -1.01
H 1.96 2.94 -3.05
C -1.59 -2.40 -1.45
Hg -0.58 0.34 0.40
H 2.58 -1.71 -0.31
H 2.56 -3.41 -0.86
H -1.71 -2.22 -0.29
H 0.66 0.37 1.81
H 1.98 -2.35 -3.32
C -2.23 1.34 -3.53
C -2.53 -1.05 -3.34
H -2.94 -1.99 -3.72
H -2.34 -3.13 -1.78
H -0.20 -3.57 -2.61
H -2.39 2.29 -4.05
N 0.93 -2.20 -1.49
C -1.34 0.14 -1.61
F -1.61 -1.78 0.94
```



5.
Computed, not measured: a structure of composition C13H23N4O2P2V, with wB97M-V/def2-TZVPD.

Its LUMO energy (alpha / beta) is -13.69 / -13.68 eV. The value obtained for the relative energy (zero: lowest compared OMol25 entry of this formula, charge and spin) is 0.0 kcal/mol. The total energy is -2504.265398 Eh. The calculation puts the maximum force at 6.623 eV/A. Its net charge is +3. As for the spin multiplicity: 2. The calculation puts the HOMO energy (alpha / beta) at -19.36 / -19.13 eV.

```
45
C13H23N4O2P2V wB97M-V/def2-TZVPD
O -0.07 3.82 -0.32
H 3.75 0.46 2.33
H -1.94 1.93 -2.38
H -0.17 -3.50 -3.90
H -3.48 0.25 1.69
H 2.05 -2.63 -3.05
H 1.89 -2.15 2.49
C -1.21 -1.24 -1.59
H -3.26 2.01 1.68
H 4.63 -0.58 1.16
C 1.13 -1.34 -1.62
H -3.60 2.12 -1.75
H -2.87 -1.30 -0.21
H 3.22 -1.54 -1.17
C 1.10 -2.27 -2.66
C 2.41 -0.82 -1.03
C -2.54 2.17 -1.49
C -2.45 -0.63 -0.99
N -1.04 -0.66 4.48
C 2.19 -2.20 1.44
C 3.83 0.17 1.28
H 4.05 1.07 0.68
P 2.22 -0.50 0.79
H -2.25 3.18 -1.16
H -3.22 -0.48 -1.76
P -2.14 1.00 -0.17
H 2.68 0.18 -1.47
C -3.47 1.14 1.05
N -0.24 0.06 6.73
H -0.06 4.75 -0.04
C -0.59 -0.25 5.65
H 1.46 -2.80 0.89
H -4.44 1.26 0.56
N -0.49 -0.07 2.19
V 0.10 0.55 0.47
N -0.01 -0.84 -1.10
C -0.13 -2.74 -3.13
O 1.57 2.04 -1.17
C -0.70 -0.28 3.34
H 1.04 2.89 -1.01
H -2.28 -2.55 -2.89
H 1.62 1.92 -2.13
H 3.19 -2.64 1.35
C -1.30 -2.22 -2.58
H -0.17 3.28 0.51
```



6.
Computed, not measured: the molecule C13H23N5O2S, with wB97M-V/def2-TZVPD.

Its LUMO energy is -0.15 eV. The value obtained for the relative energy (zero: lowest compared OMol25 entry of this formula, charge and spin) is 369.3 kcal/mol. The SMILES is CCCc1nnc(NC(=O)C(=O)NCCN(CC)CC)s1. The total energy is -1331.097439 Eh. The calculation puts the maximum force at 19.611 eV/A. The calculation puts the HOMO energy at -8.73 eV.

```
44
C13H23N5O2S wB97M-V/def2-TZVPD
H 4.49 2.09 -3.15
C 2.36 -1.01 0.35
N 3.46 -1.52 0.69
S 2.29 -0.35 -1.23
H -2.33 0.33 0.61
C -4.25 0.39 -2.02
C -3.25 0.27 2.43
C -4.60 -0.41 1.64
N 4.45 -1.18 -0.32
H -3.47 2.64 -0.63
C 4.90 1.90 -2.36
N -4.46 0.53 0.40
C 4.69 -0.78 -2.78
O -0.10 0.00 -0.26
C -5.06 1.70 0.59
H 6.25 0.39 -1.58
H -4.65 1.45 -2.21
N -2.16 0.05 1.55
H 5.53 -1.60 -2.56
H -3.34 0.01 -2.02
H -4.67 -0.31 -2.86
H -5.42 -0.20 2.05
N 1.19 -0.81 1.17
O -0.68 -0.86 3.14
C -4.97 -0.35 -0.90
C 3.98 -0.80 -1.42
H 6.22 0.46 -3.21
H -5.50 1.96 1.31
C 5.55 0.52 -2.43
H -3.58 1.28 2.69
H -4.77 -1.32 -0.73
H 1.36 -0.94 2.28
H -5.86 1.96 -0.24
H -4.43 3.93 0.29
H 5.65 2.73 -2.50
C -3.87 2.96 0.24
H 4.06 -0.42 -3.43
C 0.14 -0.38 0.99
H -4.35 -1.42 1.51
H -3.14 -0.42 3.25
C -1.05 -0.39 1.76
H -3.20 2.69 0.95
H -6.14 -0.17 -1.08
H 4.39 1.89 -1.56
```